{
  "formula": "H80O40",
  "method": "ωB97M-V/def2-TZVPD",
  "species": ["H", "H", "O", "H", "H", "O", "H", "H", "O", "H", "H", "O", "H", "H", "O", "H", "O", "H", "O", "H", "H", "O", "H", "H", "O", "H", "H", "O", "H", "H", "O", "H", "O", "H", "H", "O", "H", "H", "O", "H", "H", "O", "H", "H", "O", "H", "H", "O", "H", "H", "O", "H", "O", "H", "H", "O", "H", "O", "H", "H", "O", "H", "H", "O", "H", "H", "O", "H", "H", "O", "H", "H", "O", "H", "H", "O", "H", "H", "O", "H", "H", "O", "H", "H", "O", "H", "H", "O", "H", "O", "H", "H", "O", "H", "H", "H", "H", "H", "H", "O", "H", "H", "O", "H", "H", "O", "H", "H", "O", "H", "H", "O", "H", "H", "O", "H", "H", "O", "H", "H"],
  "coordinates": [[0.85, -0.62, -4.33], [-0.14, -1.67, -3.61], [0.69, -1.54, -4.12], [4.21, -3.50, -3.24], [4.82, -2.38, -2.71], [5.06, -3.32, -2.79], [0.04, 5.03, -4.61], [-0.05, 3.74, -5.34], [0.61, 4.35, -5.00], [-4.78, 2.28, -3.41], [-3.73, 2.38, -2.34], [-3.84, 2.25, -3.30], [2.91, 2.99, 1.74], [3.49, 4.35, 1.52], [2.74, 3.81, 1.24], [-4.56, 1.76, 0.33], [-4.30, 1.94, -0.60], [-4.38, -4.08, -2.21], [-4.72, -3.22, -1.96], [1.81, -2.01, -0.48], [2.96, -1.36, -0.10], [2.02, -1.10, -0.19], [-1.29, 2.67, 1.92], [-1.56, 2.96, 3.35], [-2.02, 2.53, 2.61], [-4.24, -0.98, -5.45], [-3.71, -0.79, -4.05], [-4.23, -0.35, -4.73], [2.22, -4.59, -1.37], [3.15, -4.84, -0.19], [2.36, -4.34, -0.44], [-1.66, 0.50, 6.35], [-1.16, -0.25, 6.70], [0.69, 3.13, -1.51], [0.84, 1.93, -0.70], [0.30, 2.72, -0.71], [-1.58, -4.10, -4.82], [-0.54, -3.31, -5.26], [-0.78, -4.24, -5.39], [5.04, 0.88, 3.86], [4.33, 2.17, 4.17], [4.76, 1.42, 4.61], [-0.89, 1.29, -0.44], [-2.40, 1.38, -1.10], [-1.56, 0.94, -1.04], [0.02, 0.24, 2.05], [0.73, 0.55, 0.71], [-0.05, 0.74, 1.23], [2.36, -1.39, 4.52], [2.90, -1.94, 5.79], [3.10, -1.24, 5.14], [0.02, -3.96, -0.48], [-0.33, -4.59, 0.17], [3.07, 1.82, -3.99], [3.43, 2.16, -5.49], [3.23, 1.45, -4.88], [1.53, 1.06, 2.61], [2.36, 1.49, 2.82], [-0.38, 3.84, 0.56], [0.71, 3.41, 1.55], [-0.16, 3.86, 1.50], [4.36, 2.35, -0.90], [5.75, 2.63, -0.20], [5.00, 2.03, -0.26], [1.51, -3.05, -3.62], [0.72, -4.27, -3.40], [1.35, -3.71, -2.91], [-1.30, 1.45, -4.11], [-0.89, 1.72, -2.51], [-0.75, 1.88, -3.45], [-4.76, -1.15, -0.43], [-5.83, -1.33, 0.83], [-5.38, -1.69, 0.07], [-3.38, 4.67, -3.19], [-2.12, 4.95, -2.74], [-2.92, 5.48, -2.87], [2.39, 3.43, -3.99], [1.58, 3.08, -2.83], [2.50, 3.27, -3.03], [-1.53, -1.72, -1.88], [-2.19, -0.55, -2.51], [-1.52, -1.22, -2.71], [1.95, -1.75, 1.98], [1.33, -2.18, 3.24], [1.67, -1.33, 2.82], [-1.92, -1.50, 2.10], [-0.66, -1.61, 1.28], [-1.53, -2.01, 1.36], [-4.04, 2.78, 2.26], [-4.66, 2.05, 2.13], [-2.60, -4.08, -2.20], [-1.93, -3.28, -3.34], [-1.95, -4.15, -2.90], [0.39, -5.23, 0.01], [-4.98, 2.58, -0.85], [3.06, 0.87, 3.03], [-5.48, -3.43, -1.41], [-0.29, 0.23, 6.69], [-5.01, 1.78, 2.97], [-3.19, 5.23, 2.63], [-2.51, 5.51, 3.26], [-2.57, 4.75, 2.06], [1.13, -3.83, 2.63], [1.12, -4.34, 3.44], [0.28, -3.77, 2.17], [-2.36, 0.05, 3.56], [-2.09, 0.97, 3.31], [-1.71, -0.38, 4.12], [5.11, -2.18, 3.71], [4.55, -1.79, 3.01], [4.45, -1.89, 4.30], [4.91, -0.66, -0.69], [4.08, -0.21, -0.83], [5.43, -0.87, -1.46], [0.29, 1.35, 5.02], [-0.03, 0.45, 5.09], [1.25, 1.30, 5.07], [-1.54, -3.83, 4.10], [-2.24, -4.07, 3.50], [-1.22, -4.67, 4.44]],
  "mulliken_charge": [0.23, 0.41, -0.69, 0.31, 0.26, -0.59, 0.30, 0.29, -0.60, 0.26, 0.31, -0.60, 0.34, 0.30, -0.57, 0.22, -0.61, 0.26, -0.52, 0.02, 0.25, -0.15, 0.30, 0.26, -0.76, 0.30, 0.23, -0.61, 0.28, 0.21, -0.43, 0.35, -0.66, -0.17, 0.35, -0.30, 0.37, 0.33, -0.63, 0.34, 0.29, -0.62, 0.02, -0.02, 0.08, -0.52, -0.10, 1.20, 0.23, 0.31, -0.77, 0.19, -0.59, 0.45, 0.27, -0.66, -0.11, -0.38, 0.37, 0.21, -0.76, 0.30, 0.24, -0.54, 0.33, 0.26, -0.50, 0.18, 0.19, -0.29, 0.34, 0.28, -0.61, 0.37, 0.30, -0.65, 0.19, 0.49, -0.69, 0.14, -0.12, -0.08, 0.08, 0.47, -0.19, 0.22, 0.11, -0.44, 0.32, -0.68, 0.17, 0.31, -0.56, 0.38, 0.27, 0.28, 0.28, 0.40, 0.25, -0.63, 0.34, 0.28, -0.60, 0.20, 0.41, -0.62, 0.49, 0.27, -0.68, 0.23, 0.48, -0.56, 0.24, 0.22, -0.58, 0.15, 0.30, -0.57, 0.30, 0.27],
  "orbital_gap_ev": 10.57,
  "de_lowest_ev": 7.894,
  "largest_force_ev_per_a": 3.0
}